2 unconnected molecules or ions with the total composition C5H11N2O2 at a distorted geometry, computed with ωB97M-V with the def2-TZVPD basis set.

Its energy above the lowest of the compared OMol25 structures with the same formula, charge and spin is 0.0 kcal/mol. As for the charge: -1. Its total energy is -12438.094 eV.

Each line ends with the natural charge from an NBO analysis.
Positions of all 20 atoms, in Å:
C  2.1626  -0.9761  -1.2367  0.659
C  -0.3012  -1.4101  1.3750  -0.709
C  0.5131  0.7566  2.2625  -0.669
C  -0.7938  0.8832  -2.2963  -0.424
C  -0.0837  0.0995  1.0727  0.284
N  -0.8000  0.0501  -1.0282  -0.530
N  -0.2757  0.7395  0.0383  -0.306
O  2.4552  -0.6585  -0.0877  -0.777
O  1.2507  -1.7135  -1.6143  -0.799
H  -0.8619  -1.6576  2.2690  0.190
H  -0.9085  -1.8204  0.5665  0.225
H  0.8083  -1.7673  1.4540  0.263
H  0.3860  1.7543  2.4543  0.204
H  1.5849  0.5935  1.9237  0.259
H  0.4307  0.2471  3.2297  0.190
H  -0.5234  0.2957  -3.1428  0.194
H  -1.8138  1.3838  -2.3506  0.166
H  -0.0367  1.6158  -2.0893  0.194
H  2.8835  -0.4349  -2.0257  -0.024
H  -0.2610  -0.8106  -1.3030  0.410

A gas-phase ion, C3H7N2 (charge +1) at a distorted geometry, computed with ωB97M-V with the def2-TZVPD basis set.

Its energy above the lowest of the compared OMol25 structures with the same formula, charge and spin is 69.7 kcal/mol. As for the charge: +1. Its total energy is -6194.490 eV. The SMILES is CC#[N+]NC.

Each line ends with the natural charge from an NBO analysis.
Positions of all 12 atoms, in Å:
C  -0.5458  -2.3949  0.5974  -0.717
C  -0.3192  -1.1847  -0.1170  0.485
N  -0.4178  0.0447  -0.1839  -0.060
N  -0.2646  1.2471  -0.5296  -0.312
C  0.9308  2.0117  -0.2584  -0.440
H  -1.6333  -2.3082  0.2386  0.306
H  -0.0511  -3.2481  0.1676  0.293
H  -0.6304  -2.3407  1.7203  0.303
H  -0.9889  1.6796  -1.1209  0.432
H  0.9703  2.9475  -0.8027  0.256
H  1.0753  2.0557  0.7690  0.226
H  1.8748  1.4905  -0.4804  0.228

2 unconnected molecules or ions with the total composition C32H30BF7O2S at a distorted geometry, computed with ωB97M-V with the def2-TZVPD basis set.

Its energy above the lowest of the compared OMol25 structures with the same formula, charge and spin is 4.8 kcal/mol. Its total energy is -68303.669 eV. The SMILES is CC1(C)OB([C@H](c2ccccc2)c2cccc(F)c2)OC1(C)C.Cc1ccc(-c2cc(C(F)(F)F)cc(C(F)(F)F)c2)s1.

Each line ends with the Mulliken charge.
Positions of all 73 atoms, in Å:
C  4.8547  0.2338  -1.1141  -1.988
C  3.5812  -0.5961  -1.2890  1.594
C  3.8533  -2.0101  -0.8052  -1.719
O  2.6362  0.0054  -0.3973  -0.638
B  1.7371  0.7090  -1.1998  1.232
C  0.3990  0.8116  -0.2582  0.734
C  -0.8918  1.2020  -0.9287  0.325
C  -1.8549  1.8434  -0.1433  0.186
C  -2.9261  2.5145  -0.7157  -0.899
C  -3.1083  2.4329  -2.1001  -0.628
C  -2.2001  1.7167  -2.8884  -0.816
C  -1.1184  1.0514  -2.3004  -0.206
C  0.9017  2.0029  0.5713  -0.037
C  0.7891  2.0572  1.9619  -0.175
C  1.0971  3.2292  2.6603  -0.575
C  1.5428  4.3738  1.9927  -0.775
C  1.7121  4.2822  0.6104  0.049
F  2.1972  5.3758  -0.0702  -0.353
C  1.4363  3.1137  -0.1081  -0.353
O  1.9901  0.7094  -2.5371  -0.719
C  2.8736  -0.4538  -2.7181  1.338
C  3.8271  -0.1734  -3.8540  -1.802
C  1.9592  -1.6243  -3.1183  -1.699
H  5.7156  -0.2721  -1.5641  0.389
H  4.7452  1.2366  -1.5469  0.369
H  5.0481  0.3622  -0.0398  0.443
H  4.6217  -2.4899  -1.4284  0.371
H  4.2160  -1.9720  0.2312  0.423
H  2.9519  -2.6341  -0.8226  0.322
H  0.2718  -0.1049  0.3329  -0.302
H  -1.7196  1.8410  0.9424  0.372
H  -3.6078  3.0801  -0.0750  0.450
H  -3.9677  2.9307  -2.5561  0.383
H  -2.3381  1.6988  -3.9722  0.404
H  -0.4371  0.4419  -2.8960  0.388
H  0.4658  1.1632  2.4970  0.368
H  0.9751  3.2544  3.7438  0.431
H  1.7813  5.3021  2.5167  0.430
H  1.5858  3.0990  -1.1916  0.517
H  4.5027  -1.0301  -4.0009  0.339
H  3.2744  -0.0195  -4.7887  0.467
H  4.4197  0.7240  -3.6516  0.344
H  2.5183  -2.5577  -3.2847  0.403
H  1.1729  -1.8139  -2.3701  0.233
H  1.4703  -1.3630  -4.0728  0.424
C  1.3824  -5.1352  2.4642  -1.238
C  0.4030  -4.1906  1.8708  0.797
C  -0.1596  -4.2853  0.6056  -0.892
C  -1.1350  -3.2778  0.3664  -0.483
C  -1.2920  -2.3854  1.4184  0.203
C  -2.2793  -1.3409  1.5220  1.610
C  -2.2299  -0.4224  2.5887  -0.877
C  -3.2619  0.4819  2.7761  -0.631
C  -3.1252  1.5367  3.8356  0.784
F  -4.3199  2.0176  4.2762  -0.293
F  -2.4193  1.0971  4.9206  -0.285
F  -2.4235  2.6185  3.3338  -0.228
C  -4.3916  0.4469  1.9671  -1.179
C  -4.3630  -0.3387  0.8217  0.004
C  -5.5025  -0.2442  -0.1632  0.805
F  -5.1218  -0.6670  -1.4131  -0.278
F  -6.5753  -1.0141  0.2047  -0.270
F  -5.9591  1.0449  -0.3028  -0.252
C  -3.3280  -1.2240  0.5796  -0.467
S  -0.1657  -2.7723  2.6933  -0.230
H  1.4121  -6.0568  1.8646  0.354
H  2.3861  -4.6839  2.4749  0.271
H  1.1127  -5.3847  3.5012  0.340
H  0.1264  -5.0662  -0.1000  0.369
H  -1.7085  -3.1790  -0.5429  0.444
H  -1.4127  -0.4512  3.3037  0.500
H  -5.2768  1.0171  2.2055  0.568
H  -3.3268  -1.8249  -0.3256  0.508

A molecular structure, C4H7AlO3 at a distorted geometry, computed with ωB97M-V with the def2-TZVPD basis set.

Its energy above the lowest of the compared OMol25 structures with the same formula, charge and spin is 54.5 kcal/mol. As for the charge: +2. Its total energy is -16978.583 eV.

Each line ends with the natural charge from an NBO analysis.
Positions of all 15 atoms, in Å:
H  -0.7629  -2.0248  1.3693  0.287
O  1.6236  -1.1545  -0.6371  -0.755
C  0.6227  -1.7700  -0.2388  0.579
C  -0.2690  -1.1975  0.8427  -0.195
O  -1.2676  -0.4531  0.1944  -0.425
C  -0.7953  0.5752  -0.6818  -0.204
C  -0.2097  1.7539  0.0991  -0.129
O  1.1428  1.6584  0.3792  -1.003
Al  2.2488  0.4375  0.1109  2.394
H  0.4651  -2.8094  -0.5677  0.261
H  0.2810  -0.5687  1.5575  0.183
H  -1.7243  0.5432  -1.3876  0.312
H  -0.1444  0.4748  -1.5704  0.198
H  -0.7845  1.8805  1.0383  0.244
H  -0.4264  2.6544  -0.5079  0.252

2 unconnected molecules or ions with the total composition C4H7BrClF at a distorted geometry, computed with ωB97M-V with the def2-TZVPD basis set.

Its energy above the lowest of the compared OMol25 structures with the same formula, charge and spin is 82.1 kcal/mol. Its total energy is -89539.651 eV.

Each line ends with the natural charge from an NBO analysis.
Positions of all 14 atoms, in Å:
C  -1.3765  1.2781  0.5604  -0.609
C  -0.5826  -0.0253  0.7756  -0.530
C  -0.5601  -0.9878  -0.3417  -0.175
C  2.1369  -0.4872  -1.1887  0.080
F  2.0886  0.6588  -1.9588  -0.352
Cl  -0.5691  -2.6241  0.0612  0.028
Br  2.7169  -0.0479  0.5565  0.066
H  -1.1890  2.0823  1.2546  0.223
H  -2.5044  1.1470  0.6950  0.205
H  -1.3306  1.5551  -0.4637  0.208
H  0.5636  0.1126  1.2215  0.237
H  -1.0173  -0.4846  1.7524  0.227
H  -1.0138  -0.7874  -1.3118  0.207
H  2.6374  -1.3896  -1.6126  0.185

C4H6N2O4 in the gas phase at a distorted geometry, computed with ωB97M-V with the def2-TZVPD basis set.

Its energy above the lowest of the compared OMol25 structures with the same formula, charge and spin is 209.0 kcal/mol. Its total energy is -15407.250 eV. The SMILES is C=CC(C)([N+](=O)[O-])[N+](=O)[O-].

Each line ends with the natural charge from an NBO analysis.
Positions of all 16 atoms, in Å:
C  -0.9840  -1.3838  1.3606  -0.295
C  0.0506  -1.0511  0.6026  -0.248
C  0.0375  0.2497  -0.1401  0.117
C  1.3178  0.0435  -1.4117  -0.522
N  0.4044  1.4462  0.7197  0.518
O  0.0053  2.5697  0.5062  -0.338
O  1.1775  1.1075  1.5963  -0.367
N  -1.3015  0.5304  -0.6962  0.509
O  -2.1305  0.7553  0.1555  -0.361
O  -1.5076  0.4518  -1.8911  -0.339
H  -0.9096  -2.3067  1.7360  0.199
H  -1.7668  -0.7623  1.5330  0.225
H  1.0920  -1.5362  0.5732  0.237
H  1.2760  0.8635  -2.1091  0.238
H  1.0533  -0.9748  -1.6144  0.224
H  2.1855  -0.0026  -0.9205  0.203

11 unconnected molecules or ions with the total composition C36H65NO12 at a distorted geometry, computed with ωB97M-V with the def2-TZVPD basis set.

Its energy above the lowest of the compared OMol25 structures with the same formula, charge and spin is 3.6 kcal/mol. Its total energy is -64443.088 eV. The SMILES is O=[N+]([O-])c1ccccc1.CC(C)=O.CC(C)=O.CC(C)=O.CC(C)=O.CC(C)=O.CC(C)=O.CC(C)=O.CC(C)=O.CC(C)=O.CC(C)=O.

Each line ends with the Mulliken charge.
Positions of all 114 atoms, in Å:
O  -7.8732  0.3774  -2.1340  -0.594
N  -6.6887  0.6549  -2.2048  1.025
O  -6.2152  1.7565  -1.9990  -0.521
C  -5.7659  -0.4224  -2.5508  -0.211
C  -6.1956  -1.4723  -3.3434  -0.747
C  -5.2856  -2.4496  -3.7128  -0.516
C  -3.9527  -2.3504  -3.3289  -0.555
C  -3.5485  -1.3283  -2.4806  -0.135
C  -4.4586  -0.3541  -2.1016  0.297
H  -7.2100  -1.5199  -3.7141  0.443
H  -5.5650  -3.2624  -4.3695  0.372
H  -3.2143  -3.0555  -3.6874  0.330
H  -2.5357  -1.2685  -2.1129  0.198
H  -4.1223  0.4469  -1.4546  0.650
C  1.2042  -0.4535  -0.3350  0.008
C  0.4667  0.8524  -0.1558  0.715
C  -1.0372  0.8000  -0.1009  0.270
O  1.0893  1.8899  -0.0473  -0.564
H  2.2282  -0.2535  -0.6406  0.063
H  0.6352  -1.0728  -1.0342  0.256
H  1.2296  -1.0995  0.5500  -0.281
H  -1.3447  0.2905  -1.0191  0.092
H  -1.4388  1.8025  -0.0128  -0.622
H  -1.3908  0.1466  0.6947  -0.046
C  -5.7794  -0.3851  1.2702  -1.091
C  -4.5993  0.3668  1.8277  0.786
C  -4.4132  0.4078  3.3297  -1.000
O  -3.8026  0.8981  1.0855  -0.246
H  -6.6454  0.2859  1.2250  0.315
H  -6.0611  -1.2506  1.8663  0.479
H  -5.6091  -0.6657  0.2328  0.055
H  -5.1159  -0.2485  3.8357  0.395
H  -4.6343  1.4335  3.6387  0.299
H  -3.3719  0.2040  3.5646  0.055
C  4.0771  2.9705  1.2494  -0.506
C  4.1808  1.9985  2.4096  0.374
C  3.2036  0.8398  2.4812  0.184
O  5.0768  2.1104  3.2144  -0.624
H  5.0674  3.0405  0.8040  0.461
H  3.7715  3.9624  1.5829  0.331
H  3.3191  2.6309  0.5439  -0.277
H  2.1763  1.1176  2.2430  -0.212
H  3.2347  0.4166  3.4820  0.472
H  3.5590  0.1608  1.7014  -0.160
C  -3.0669  3.7824  -0.4783  -0.354
C  -3.9859  4.9672  -0.6824  0.525
C  -5.0499  4.8227  -1.7495  -1.011
O  -3.9289  5.9372  0.0352  -0.580
H  -3.1756  3.0586  -1.2884  0.117
H  -3.3804  3.2490  0.4240  0.011
H  -2.0206  4.0604  -0.3694  0.372
H  -5.3767  5.7843  -2.1377  0.391
H  -5.9017  4.3240  -1.2828  0.176
H  -4.6820  4.2038  -2.5660  0.313
C  -0.1577  -4.6449  -2.4816  -0.880
C  -0.2436  -3.7951  -1.2384  0.751
C  0.7912  -4.0323  -0.1799  -0.282
O  -1.1205  -2.9657  -1.1036  -0.455
H  -1.0402  -4.4996  -3.1018  0.230
H  -0.1349  -5.6996  -2.2012  0.411
H  0.7456  -4.3860  -3.0321  -0.134
H  0.9379  -5.1065  -0.0486  0.592
H  0.4996  -3.5507  0.7505  0.003
H  1.7725  -3.6443  -0.4699  -0.160
C  0.7655  -2.3237  5.2464  -1.392
C  0.6049  -2.0564  3.7672  0.398
C  -0.5183  -1.1419  3.3308  0.153
O  1.3020  -2.6359  2.9680  -0.459
H  1.8123  -2.2189  5.5257  0.345
H  0.4775  -3.3648  5.4076  0.352
H  0.1258  -1.7075  5.8757  0.358
H  -0.1409  -0.1189  3.4207  -0.279
H  -1.3777  -1.2512  3.9900  0.536
H  -0.7769  -1.3595  2.2972  -0.083
C  4.9618  -2.6941  0.8267  -0.363
C  4.7940  -3.9434  1.6586  0.691
C  4.6382  -5.2407  0.9006  -0.970
O  4.7365  -3.8973  2.8633  -0.550
H  5.6573  -1.9895  1.2919  0.453
H  4.0235  -2.1553  0.7036  -0.320
H  5.4101  -2.9092  -0.1419  0.299
H  5.2390  -5.2234  -0.0090  0.335
H  3.5971  -5.4006  0.6114  0.051
H  4.9253  -6.1006  1.5040  0.375
C  2.3030  4.3334  -3.0454  -1.127
C  3.4761  3.6436  -2.4064  0.705
C  3.4839  2.1348  -2.4596  -0.689
O  4.3917  4.2649  -1.9196  -0.572
H  1.4822  4.3813  -2.3277  0.183
H  1.9569  3.8122  -3.9417  0.344
H  2.5789  5.3308  -3.3837  0.369
H  3.7629  1.7770  -3.4497  0.551
H  2.4863  1.7884  -2.1779  -0.011
H  4.1674  1.7299  -1.7133  0.287
C  3.2979  -3.3851  -4.2901  -1.398
C  3.7362  -2.5350  -3.1264  0.770
C  4.4367  -1.2446  -3.4538  -0.724
O  3.4951  -2.8206  -1.9740  -0.360
H  2.7369  -2.8270  -5.0341  0.388
H  2.7578  -4.2716  -3.9603  0.281
H  4.2061  -3.8018  -4.7441  0.369
H  4.3065  -0.8637  -4.4638  0.393
H  5.5084  -1.4856  -3.3754  0.349
H  4.2897  -0.4868  -2.6906  -0.063
C  1.4081  4.1762  3.9299  -0.637
C  -0.0797  4.2505  3.6747  0.449
C  -0.6811  3.0458  2.9782  0.502
O  -0.7371  5.2342  3.9092  -0.585
H  1.7664  5.1425  4.2766  0.370
H  1.9401  3.9129  3.0160  -0.189
H  1.5720  3.4102  4.6909  0.335
H  -1.7532  2.9511  3.1353  0.320
H  -0.1590  2.1404  3.2924  -0.441
H  -0.5204  3.1804  1.9049  -0.148

2 unconnected molecules or ions with the total composition C4H13N2 at a distorted geometry, computed with ωB97M-V with the def2-TZVPD basis set.

Its energy above the lowest of the compared OMol25 structures with the same formula, charge and spin is 33.9 kcal/mol. As for the charge: +2. Its total energy is -7318.566 eV. The multiplicity is 2.

Each line ends with the Löwdin spin population.
Positions of all 19 atoms, in Å:
C  -2.7494  -1.7229  0.4288  0.000
N  -1.5306  -1.4260  0.6345  0.001
H  -3.0997  -2.7464  0.6477  0.000
H  -3.3821  -0.9456  0.0160  0.000
H  -1.1755  -0.5018  0.4603  0.000
H  -0.8087  -2.1139  0.7832  0.000
C  1.2161  -0.5891  -0.4072  0.082
C  1.1116  0.9440  -0.5892  0.082
C  -0.2498  1.4694  -0.0931  0.013
N  2.1998  1.6955  0.0945  0.758
H  0.4550  -1.0910  -1.0040  0.011
H  2.1968  -0.9525  -0.7294  -0.001
H  1.0761  -0.8499  0.6400  0.000
H  1.1718  1.1865  -1.6622  0.006
H  -0.2895  2.5634  -0.2199  0.001
H  -1.0761  1.0457  -0.7306  0.000
H  -0.4027  1.2128  0.9402  0.000
H  3.0964  1.3837  -0.2756  0.023
H  2.2406  1.4383  1.0660  0.025

What is the energy above the lowest of the compared OMol25 structures with the same formula, charge and spin in the first record?
0.0 kcal/mol